DFT (ωB97M-V/def2-TZVPD) results for 5 unconnected molecules or ions with the total composition C3H15NO4.

```
! wB97M-V def2-TZVPD RIJCOSX def2/J DEFGRID3
* xyz 0 1
C -1.67886 1.73983 1.04055
C -1.13993 0.72674 1.73749
N -0.49012 -0.33202 1.17561
C 0.34545 -1.20685 1.94192
H -1.36981 1.85243 0.02019
H -2.26888 2.49660 1.53358
H -1.27804 0.64952 2.80993
H -0.25585 -0.29896 0.21543
H 0.03926 -2.24940 1.93428
H 1.36369 -1.25190 1.56607
H 0.44742 -0.99547 3.00600
O -1.41365 -2.31534 -2.74214
H -1.90504 -2.94220 -2.20845
H -1.86830 -1.46912 -2.72321
O -3.05853 0.71410 -1.73919
H -3.19639 0.89213 -0.79509
H -2.19091 1.12734 -1.83210
O 2.54830 -0.86786 -0.40030
H 3.21889 -0.24172 -0.09895
H 3.05350 -1.60528 -0.75590
O 4.08055 1.70055 -0.18229
H 4.60908 2.21301 0.42756
H 3.14468 1.89296 -0.11166
*
```

Results
Structure (SMILES): C=CNC.O.O.O.O
LUMO, eV: 0.44
E_HOMO, eV: -7.95
Orbital gap, eV: 8.392
Molar mass, u: 129.2

=====

DFT (ωB97M-V/def2-TZVPD) results for a gas-phase ion, C26H33N2 (charge +1).

```
! wB97M-V def2-TZVPD RIJCOSX def2/J DEFGRID3
* xyz 1 1
C 5.73057 2.52165 -0.74185
N 4.32277 2.28867 -0.94761
C 3.86293 1.03305 -0.40959
C 2.45368 0.73275 -0.90277
N 1.54061 1.84079 -0.54752
C 0.26732 1.64394 -0.23521
C -0.51115 2.69731 0.50994
C -1.91674 2.97540 -0.04100
C -2.65372 1.72548 -0.52540
C -1.75951 0.86088 -1.40659
C -0.49639 0.38257 -0.64642
C -0.82847 -0.50095 0.53088
C -1.70024 -1.67708 0.10428
C -3.04510 -1.69744 0.21178
C -3.86399 -2.87605 -0.01489
C -5.25700 -2.72511 -0.20330
C -6.07142 -3.83305 -0.41324
C -5.51382 -5.12229 -0.42874
C -4.13531 -5.28922 -0.23110
C -3.30908 -4.17935 -0.03574
C 0.47574 -0.97261 1.21411
C 1.00618 -0.19729 2.24804
C 2.27930 -0.47130 2.74084
C 3.02036 -1.53208 2.21801
C 2.46049 -2.35624 1.23861
C 1.18233 -2.08007 0.73308
C 2.03262 3.19245 -0.93608
C 3.49825 3.41847 -0.60219
H 6.05161 3.36906 -1.35634
H 5.99265 2.74596 0.30652
H 6.29157 1.63226 -1.04887
H 4.55191 0.25058 -0.76100
H 3.88322 1.00858 0.70290
H 2.47248 0.58921 -1.99805
H 2.11611 -0.19737 -0.42774
H -0.59507 2.37197 1.56360
H 0.02404 3.65455 0.54448
H -1.83780 3.67703 -0.88308
H -2.51721 3.48732 0.71864
H -3.55251 2.02169 -1.08876
H -3.02062 1.14553 0.33127
H -1.42255 1.46209 -2.26366
H -2.31545 0.00421 -1.81103
H 0.11657 -0.20819 -1.34593
H -1.39389 0.07283 1.27929
H -1.17782 -2.52552 -0.35385
H -3.58050 -0.77486 0.46230
H -5.67306 -1.71536 -0.18331
H -7.14178 -3.69285 -0.56322
H -6.15389 -5.98908 -0.59068
H -3.70107 -6.29165 -0.22700
H -2.23524 -4.30375 0.12807
H 0.41336 0.62772 2.65629
H 2.68394 0.15145 3.54435
H 4.03495 -1.72203 2.57743
H 3.00653 -3.22060 0.85602
H 0.76612 -2.69709 -0.06825
H 1.90971 3.32244 -2.02666
H 1.46196 3.97759 -0.42832
H 3.60328 3.69546 0.46617
H 3.86725 4.26754 -1.19190
*
```

Results
Structure (SMILES): CN1CC[N+](=C2CCCC[C@@H]2[C@@H](/C=C/c2ccccc2)c2ccccc2)CC1
LUMO, eV: -3.69
E_HOMO, eV: -10.68
Orbital gap, eV: 6.986
Molar mass, u: 373.6

=====

DFT (ωB97M-V/def2-TZVPD) results for a molecular structure, C43H54F3NO7P2SSr.

```
! wB97M-V def2-TZVPD RIJCOSX def2/J DEFGRID3
* xyz 0 1
Sr 1.36703 -0.15569 -0.82824
O -1.04878 0.47542 0.32780
P -2.49700 0.25161 0.00795
C -2.92506 -1.47864 -0.00978
C -2.23225 -2.28670 0.89717
C -2.51071 -3.64517 0.96784
C -3.47555 -4.19712 0.13712
C -4.17489 -3.39669 -0.76337
C -3.90273 -2.03753 -0.83849
C -3.53336 0.99357 1.26423
C -4.91078 0.77180 1.30426
C -5.68080 1.36719 2.29076
C -5.07748 2.18353 3.24484
C -3.70796 2.40050 3.21508
C -2.93179 1.80554 2.22487
C -3.00907 0.90136 -1.58627
C -2.51005 0.27903 -2.73919
C -2.86653 0.72905 -3.99840
C -3.71934 1.82387 -4.12357
C -4.20744 2.46066 -2.99051
C -3.85736 1.99538 -1.72294
H -1.45147 -1.85691 1.51802
H -1.94942 -4.27281 1.65161
H -3.67527 -5.26232 0.17841
H -4.92403 -3.83420 -1.41259
H -4.44707 -1.41639 -1.54139
H -5.38166 0.12877 0.56621
H -6.74891 1.19203 2.32290
H -5.68060 2.64271 4.01947
H -3.24020 3.02885 3.96372
H -1.85891 1.95543 2.19261
H -1.84158 -0.57005 -2.65004
H -2.48930 0.22542 -4.88277
H -4.00592 2.17619 -5.10826
H -4.86158 3.31990 -3.08897
H -4.24200 2.49546 -0.84239
F 2.75806 -1.31240 -4.95726
C 2.59483 -1.77061 -3.72662
F 2.96074 -3.03226 -3.67451
F 1.27950 -1.66224 -3.39399
S 3.49183 -0.77541 -2.50697
O 3.19362 -1.47189 -1.24868
O 4.84397 -0.71194 -2.94246
O 2.71703 0.48858 -2.55199
C 1.87981 -6.23654 2.51975
C 1.38996 -5.14129 1.59786
C 0.81366 -5.47182 0.36900
C 0.38810 -4.45342 -0.48319
C -0.23287 -4.77262 -1.82187
C 0.55238 -3.14352 -0.09154
C 1.16902 -2.73307 1.13604
C 1.54453 -3.81387 1.98561
N 1.30055 -1.39568 1.33921
C 1.88902 -0.84372 2.54263
C 1.86247 0.69780 2.37389
C 2.47732 1.41741 3.57963
C 3.92958 0.97049 3.76664
C 3.96373 -0.54679 3.98102
C 3.13939 -0.91685 5.22277
C 1.68755 -0.45148 5.04139
C 1.66757 1.06774 4.83559
C 1.07386 -1.14079 3.81534
C 3.36758 -1.24448 2.75313
H 1.73507 -7.22325 2.07555
H 1.35335 -6.21613 3.47848
H 2.94544 -6.11783 2.73261
H 0.69215 -6.51274 0.08105
H -0.65240 -5.78057 -1.83586
H 0.51255 -4.71631 -2.62097
H -1.03342 -4.06788 -2.06469
H 0.17097 -2.37578 -0.74791
H 1.98806 -3.62903 2.95423
H 0.82494 1.00803 2.21327
H 2.44748 0.96181 1.47440
H 2.44375 2.49689 3.41090
H 4.37872 1.49095 4.61983
H 4.51554 1.22935 2.87689
H 4.99685 -0.87158 4.12268
H 3.57335 -0.44714 6.11373
H 3.16831 -2.00242 5.37829
H 1.10876 -0.70820 5.93236
H 2.09852 1.57390 5.70735
H 0.63409 1.41811 4.72505
H 0.05070 -0.77939 3.64580
H 1.00985 -2.21689 3.98971
H 3.46092 -2.32509 2.86536
H 3.92743 -0.97380 1.84888
C 0.96913 3.30669 -6.10610
C -0.08711 2.65266 -5.24755
O -0.12776 3.24829 -3.93030
P 0.53131 2.46498 -2.69461
O -0.49426 2.87153 -1.53617
C -0.99005 4.22534 -1.36476
C -1.50255 4.36395 0.04019
O 1.72359 3.47455 -2.23896
C 3.05656 3.47687 -2.80044
C 3.52078 4.90459 -2.85793
H 0.91943 2.91723 -7.12745
H 1.97211 3.11341 -5.71769
H 0.81734 4.38750 -6.13859
H 0.08993 1.57537 -5.16198
H -1.07548 2.79173 -5.67656
H -1.77659 4.38882 -2.09816
H -0.18458 4.93121 -1.56179
H -2.24937 3.60248 0.25329
H -1.96014 5.34794 0.17621
H -0.69103 4.25383 0.76482
H 3.06098 3.02486 -3.79489
H 3.70753 2.87188 -2.17563
H 2.93798 5.47825 -3.58210
H 4.57317 4.94267 -3.14877
H 3.41512 5.37599 -1.87915
*
```

Results
LUMO, eV: 0.34
E_HOMO, eV: -5.94
Orbital gap, eV: 6.286
Molar mass, u: 935.5

=====

DFT (ωB97M-V/def2-TZVPD) results for a molecular structure, C22H27F5N3O4RuS3.

```
! wB97M-V def2-TZVPD RIJCOSX def2/J DEFGRID3
* xyz 0 6
Ru 0.82471 -0.38599 -0.60675
C 1.45369 3.95784 1.77107
N 0.15266 4.05948 1.10381
C -0.30498 5.43929 0.96484
C -0.50305 2.91621 0.67903
O -0.02888 1.79305 0.85963
C -1.89618 3.20108 0.00644
O -2.48074 2.00296 -0.53053
C -3.63751 1.37510 0.04680
C -3.21736 0.29006 1.07523
O -2.04092 0.19482 1.42461
N -4.20191 -0.49049 1.64269
C -3.72100 -1.71227 2.30440
C -5.63769 -0.44705 1.30381
H 1.39693 4.18742 2.85314
H 2.14991 4.64823 1.26364
H 1.81564 2.93592 1.61460
H 0.55772 6.13713 0.82315
H -0.86632 5.78115 1.86163
H -0.91440 5.60743 0.07520
H -1.76463 3.85050 -0.86839
H -2.61930 3.67668 0.69896
H -4.14030 0.88932 -0.79932
H -4.35602 2.06496 0.55990
H -2.81301 -1.43847 2.84178
H -3.50770 -2.51114 1.55823
H -4.53477 -2.06460 2.97861
H -5.94162 0.62646 1.25600
H -6.18466 -0.96278 2.11510
H -5.82128 -0.94214 0.32886
C 3.96831 -1.59414 -0.55404
C 2.90869 -2.42698 -1.18555
C 3.28010 -3.73618 -1.55521
C 2.37504 -4.62462 -2.03053
C 1.02419 -4.25900 -2.26691
C -0.03605 -5.16333 -2.45396
C -1.36696 -4.78675 -2.44696
C -1.67903 -3.42003 -2.33206
C -0.66004 -2.46491 -2.10308
S -0.95807 -0.77959 -1.72974
C 0.69415 -2.92783 -1.95069
N 1.66542 -2.06386 -1.52957
H 4.51830 -2.20869 0.19402
H 3.61664 -0.63015 -0.13388
H 4.73489 -1.35680 -1.29721
H 4.29597 -4.11201 -1.34720
H 2.67612 -5.63978 -2.26838
H 0.21685 -6.20613 -2.59304
H -2.12523 -5.58999 -2.59863
H -2.71262 -3.09417 -2.34212
F 2.06293 2.25539 -1.41208
C 1.32430 1.27418 -2.01989
F 0.24424 1.85730 -2.54134
C 2.15299 0.70300 -3.20100
F 3.38605 0.39165 -2.73750
F 1.57558 -0.41010 -3.64216
F 2.29605 1.50992 -4.26393
C 3.87981 1.06812 3.09916
O 2.92613 0.80900 2.06206
C 1.80561 0.21345 2.51366
S 1.12809 0.43046 3.96152
S 1.17335 -1.05902 1.46815
H 4.59041 1.82303 2.70833
H 4.41788 0.11239 3.32147
H 3.38292 1.42601 4.00212
*
```

Results
LUMO (alpha / beta), eV: -0.28 / -1.19
E_HOMO (alpha / beta), eV: -6.54 / -7.80
<S²>: 8.779
Orbital gap (alpha / beta), eV: 6.259 / 6.603
Molar mass, u: 689.7

=====

DFT (ωB97M-V/def2-TZVPD) results for 3 unconnected molecules or ions with the total composition C8H7F3N2.

```
! wB97M-V def2-TZVPD RIJCOSX def2/J DEFGRID3
* xyz 0 1
N -2.31434 -0.92043 -1.39124
C -1.53053 -0.48098 -0.67854
C -0.67581 0.06518 0.31499
C -0.80060 1.45553 0.57949
C 0.16462 2.06898 1.43152
C 1.15190 1.27248 2.01673
C 1.10975 -0.13914 1.82322
C 0.26091 -0.76553 0.92495
H -1.76019 1.97101 0.18651
H 0.05741 3.12735 1.61402
H 1.96580 1.79076 2.72687
H 1.91623 -0.84736 2.19850
H 0.35936 -1.75048 0.57433
N -1.42478 -1.79669 -3.75633
C -1.52109 -1.77437 -4.98236
F -2.22303 -0.94389 -5.69015
F -0.84922 -2.59296 -5.75138
H -2.14499 -1.45458 -3.19478
F 0.50115 -1.94340 -2.16710
H -0.21652 -2.19786 -2.70103
*
```

Results
Structure (SMILES): N#Cc1ccccc1.N=C(F)F.F
LUMO, eV: 0.24
E_HOMO, eV: -9.76
Orbital gap, eV: 9.996
Molar mass, u: 188.2

=====

DFT (ωB97M-V/def2-TZVPD) results for a molecular structure, C4H9N3O.

```
! wB97M-V def2-TZVPD RIJCOSX def2/J DEFGRID3
* xyz 0 1
C -1.05539 0.08977 1.26346
C 1.00301 0.60188 -0.15897
C -0.39272 0.16844 -0.09652
N 1.45255 1.79646 -0.62896
N -1.26337 0.72621 -1.07964
C 0.71939 -1.40339 -0.13168
O 0.64532 -2.39595 0.81824
N 1.73899 -0.46790 0.06226
H 0.10319 -3.12113 0.48773
H 2.44982 1.93809 -0.62467
H 0.85638 2.60088 -0.51630
H -0.91106 0.64022 -2.02494
H -2.21327 0.38440 -1.01862
H 0.56072 -1.75689 -1.15229
H -0.35709 -0.28569 2.00652
H -1.42719 1.07659 1.55809
H -1.90928 -0.59198 1.23629
*
```

Results
LUMO, eV: 0.82
E_HOMO, eV: -7.57
Orbital gap, eV: 8.394
Molar mass, u: 115.1

=====

Number 3 is which compound? C43H54F3NO7P2SSr

=====

Which of these has the highest molar mass? C43H54F3NO7P2SSr

=====

Among the records above, which one has the lowest molar mass? C4H9N3O

=====

Number 5 is which compound? C8H7F3N2